[1]
Entry from OMol25: C12H30ClHgN2O4 as an isolated structure in a non-equilibrium geometry (ωB97M-V/def2-TZVPD).

The geometry in ORCA input format:
```
! wB97M-V def2-TZVPD RIJCOSX def2/J DEFGRID3
* xyz 1 1
Hg -27.12925 -6.16697 -0.78756
Cl -27.71580 -3.56966 -0.54071
C -25.14662 -3.89494 -2.96421
O -25.95021 -5.10397 -2.82459
C -26.40403 -5.66232 -4.09736
C -27.46103 -6.76167 -3.89934
N -28.34458 -6.44149 -2.80115
C -29.20893 -5.26526 -3.08961
C -30.21523 -5.56929 -4.22221
O -30.95239 -6.67528 -3.80481
C -32.07035 -7.04779 -4.61664
H -24.35303 -4.09361 -3.68452
H -24.62656 -3.60148 -2.05233
H -25.84016 -3.14744 -3.34936
H -25.52012 -6.01553 -4.62844
H -26.92802 -4.91444 -4.69251
H -26.84169 -7.60141 -3.58414
H -27.91509 -7.01974 -4.85607
H -28.99570 -7.20650 -2.90563
H -28.58418 -4.37913 -3.20165
H -29.71545 -4.96744 -2.17155
H -29.74537 -5.78469 -5.18186
H -30.92813 -4.77066 -4.42729
H -32.35127 -8.06867 -4.35779
H -31.75015 -6.85507 -5.64057
H -32.96515 -6.43128 -4.53106
C -30.41009 -7.78992 -0.82191
O -29.23606 -7.21684 -0.20302
C -29.39858 -7.17079 1.19912
C -28.07880 -7.22349 2.04118
N -27.14578 -6.18268 1.53943
C -25.81519 -6.38274 2.13790
C -24.71410 -5.46781 1.51255
O -24.78288 -5.64649 0.07525
C -23.48758 -5.49735 -0.52175
H -30.31957 -8.14575 -1.84821
H -31.15350 -7.00488 -0.96028
H -30.78686 -8.66067 -0.28532
H -30.17035 -7.77446 1.67667
H -29.86133 -6.20783 1.41518
H -27.66585 -8.20915 1.82663
H -28.20114 -7.20336 3.12411
H -27.39685 -5.34350 2.04226
H -25.52094 -7.41836 1.96763
H -25.84894 -6.34119 3.22658
H -23.72452 -5.65040 1.93146
H -24.96733 -4.43478 1.75095
H -23.57472 -5.75858 -1.57639
H -22.76955 -6.24716 -0.18962
H -22.93176 -4.56926 -0.38822
*
```

HOMO-LUMO gap: 8.175 eV
E_HOMO: -11.7 eV
LUMO energy: -3.49 eV
Relative energy (zero: lowest compared OMol25 entry of this formula, charge and spin): 0.381 eV

Here are the Löwdin charges for atoms 1 to 2, given in e: 1.12, -0.22

[2]
Entry from OMol25: C12H30F4K3N2O14S4 as an isolated structure in a non-equilibrium geometry (ωB97M-V/def2-TZVPD).

The geometry in ORCA input format:
```
! wB97M-V def2-TZVPD RIJCOSX def2/J DEFGRID3
* xyz 1 1
K 16.96536 -16.37492 12.11719
K 18.06557 -11.42454 15.03854
K 9.16757 -14.29024 8.84958
N 9.44672 -14.69086 13.70542
S 10.13807 -16.08028 14.29992
O 9.77058 -16.50626 15.61593
O 11.50785 -16.29852 13.77558
F 9.34418 -17.20595 13.45918
S 9.91699 -13.73250 14.80336
O 11.34703 -13.41095 15.02299
O 9.02998 -13.58507 15.91147
F 9.40420 -12.37728 14.09561
N 17.01703 -12.05309 10.38190
S 15.56473 -11.36592 9.77332
O 14.47553 -12.28650 9.64948
O 15.51656 -10.18351 8.94027
F 15.17587 -10.68176 11.12937
S 17.62702 -11.80621 9.06934
O 18.27998 -10.52234 8.84069
O 17.15258 -12.57045 7.92903
F 18.94827 -12.65843 9.42409
C 10.85671 -14.75382 -1.23592
O 11.16252 -15.02754 0.13411
C 10.38051 -14.23936 1.04092
C 10.56626 -14.73827 2.53685
O 11.93310 -14.58238 2.98185
C 12.91762 -15.45187 2.49916
H 10.71258 -13.70077 -1.47759
H 9.99951 -15.38826 -1.46129
H 11.65616 -15.05214 -1.91413
H 9.32700 -14.38565 0.80259
H 10.54195 -13.16755 0.92577
H 10.20272 -15.68821 2.92871
H 10.06852 -14.09200 3.25981
H 13.31434 -15.01353 1.58343
H 12.53483 -16.43245 2.21627
H 13.73901 -15.63299 3.19243
C 19.50218 -6.81112 4.05846
O 18.44804 -7.57890 3.40340
C 18.99328 -8.23673 2.26587
C 17.94225 -9.35004 1.85918
O 16.62399 -8.79571 1.66827
C 15.88504 -9.58146 0.74013
H 20.08801 -6.07245 3.51140
H 20.18202 -7.45634 4.61488
H 18.99005 -6.20254 4.80376
H 19.98858 -8.62120 2.48870
H 19.04301 -7.42818 1.53658
H 17.85530 -10.08274 2.66148
H 18.19546 -9.84713 0.92277
H 16.32160 -9.57098 -0.25857
H 14.89472 -9.15542 0.57929
H 15.79827 -10.61340 1.08022
C 15.25000 -7.51480 18.51499
O 14.74896 -7.75171 17.18126
C 13.75229 -6.75772 16.79481
C 14.16215 -5.28489 16.66947
O 13.10043 -4.46219 17.16472
C 13.29300 -3.08842 17.27077
H 14.47750 -7.76535 19.24201
H 15.64662 -6.50138 18.57654
H 16.09584 -8.14999 18.77803
H 12.84059 -6.89383 17.37652
H 13.36854 -7.05427 15.81864
H 14.34898 -5.01254 15.63072
H 15.04252 -4.89515 17.18051
H 14.30129 -2.79515 17.56307
H 12.61622 -2.65559 18.00746
H 13.10166 -2.54447 16.34577
*
```

HOMO-LUMO gap: 5.628 eV
E_HOMO: -10.4 eV
LUMO energy: -4.74 eV
Relative energy (zero: lowest compared OMol25 entry of this formula, charge and spin): 0.000 eV

Here are the Löwdin charges for atoms 1 to 2, given in e: 0.98, 0.98

[3]
Entry from OMol25: C12H30IO2P2Pt as an isolated structure in a non-equilibrium geometry (ωB97M-V/def2-TZVPD).

The geometry in ORCA input format:
```
! wB97M-V def2-TZVPD RIJCOSX def2/J DEFGRID3
* xyz 3 5
C -1.84342 -2.01797 -3.52773
I -0.16750 -1.96407 -1.98594
H -2.46347 -1.12858 -3.44490
H -2.36132 -2.95552 -3.30444
H -1.29440 -2.08337 -4.46714
Pt 0.30051 -0.44288 -0.00458
P -1.60384 -1.05801 1.24341
C -1.49088 -2.82239 1.71153
C -2.14558 -0.19690 2.74093
H -3.23641 -0.28049 2.85969
H -3.95132 -1.11678 0.83776
H -1.89174 0.86053 2.61444
H -3.16779 0.19107 -0.11509
H -0.65049 -2.95419 2.40989
H -1.63738 -0.59797 3.62918
C -3.08788 -0.85607 0.20545
H -2.43118 -3.12884 2.18992
H -3.07851 -1.51149 -0.67417
H -1.31839 -3.42151 0.81057
P 1.59873 1.04046 -1.26057
C 3.10682 0.18742 -1.82207
C 0.68082 1.54317 -2.75178
H 1.30662 3.10293 -0.11361
H 2.36147 3.29998 -1.54256
H 3.00381 2.61926 -0.04627
C 2.12151 2.66123 -0.68333
H -0.23324 2.06844 -2.45971
H 1.31984 2.25219 -3.29928
H 3.66975 0.84399 -2.49376
H 2.85104 -0.73447 -2.34789
H 0.39830 0.69729 -3.38990
H 3.73239 -0.08050 -0.96172
C 1.52186 -1.84326 0.45680
O 2.18915 -2.80716 0.41037
C 1.21416 3.18083 2.63654
C 1.04154 1.64812 2.49419
C 2.42677 0.99568 2.31785
C 0.51351 1.16193 3.82825
O 0.23705 1.39226 1.39287
H 1.80304 3.42430 3.51983
H 0.24645 3.67451 2.75282
H 1.70710 3.63294 1.77763
H 2.95534 1.08945 3.28095
H 2.25817 -0.06351 2.07413
H 2.98832 1.45521 1.49247
H -0.47012 1.56346 4.03406
H 0.47972 0.08136 3.80919
H 1.19294 1.46887 4.62774
*
```

HOMO-LUMO gap (spin up / spin down): 7.429 / 5.440 eV
E_HOMO (spin up / spin down): -18.2 / -20.0 eV
LUMO energy (spin up / spin down): -10.78 / -14.60 eV

Here are the Löwdin charges for atoms 1 to 2, given in e: -0.24, 1.18

[4]
Entry from OMol25: a 3-piece molecular cluster, C12H30N2O3P overall in a non-equilibrium geometry (ωB97M-V/def2-TZVPD).

The geometry in ORCA input format:
```
! wB97M-V def2-TZVPD RIJCOSX def2/J DEFGRID3
* xyz -1 1
C 1.24998 0.24400 -2.44237
C 0.13149 0.73872 -1.93306
C -0.34644 2.10471 -2.39378
P -2.06522 2.62304 -1.65224
C -2.93209 1.43016 -2.89216
C -4.46435 1.35612 -2.78079
C -4.94701 0.16154 -3.66885
O -4.90089 1.16673 -1.44841
H 2.05277 0.94816 -2.62440
H 1.36613 -0.80977 -2.66614
H -0.46199 0.17763 -1.21919
H 0.42086 2.86876 -2.23056
H -0.47028 1.99023 -3.46997
H -2.09112 3.76155 -2.61208
H -3.33356 3.10830 -1.12367
H -2.00189 1.54788 -0.63945
H -1.36952 3.50651 -0.66958
H -2.66734 1.62229 -3.93617
H -2.58485 0.41331 -2.66778
H -4.86672 2.27110 -3.21004
H -4.07659 -0.38917 -4.01091
H -5.42651 0.55517 -4.56506
H -5.57511 -0.53893 -3.11801
H -5.05865 0.23007 -1.28806
C -0.23875 -1.46956 1.47270
O -0.68632 -1.28250 0.36197
N 0.03132 -0.48963 2.35661
C 0.57291 -0.76832 3.66912
C -0.23277 0.89124 1.96258
H -0.00706 -2.48248 1.85772
H -0.11101 -0.40521 4.44077
H 1.53789 -0.26638 3.77789
H 0.71347 -1.84134 3.79728
H -1.28841 1.01234 1.71815
H 0.34874 1.13965 1.07451
H 0.03553 1.56309 2.77492
C 4.66221 -1.34993 3.70462
O 4.29102 -0.19405 3.75888
N 4.50655 -2.14920 2.63180
C 4.96625 -3.52193 2.61834
C 3.85067 -1.60697 1.44745
H 5.16585 -1.84956 4.55220
H 5.69788 -3.65953 1.81902
H 4.12212 -4.19337 2.44622
H 5.43077 -3.77518 3.56966
H 4.40836 -0.74639 1.07866
H 2.84270 -1.27640 1.69985
H 3.79903 -2.36653 0.67181
*
```

HOMO-LUMO gap: 5.022 eV
E_HOMO: -2.8 eV
LUMO energy: 2.19 eV

Here are the Löwdin charges for atoms 1 to 2, given in e: -0.07, -0.27

no.,molar mass (g mol⁻¹)
1,502.425
2,747.926
3,590.300
4,281.357